# 1
{"formula": "C29H29Cl57F9O4PS", "method": "ωB97M-V/def2-TZVPD", "energy_ev": -797090.51692, "homo_lumo_gap_ev": 9.06, "e_homo_ha": -0.388, "e_lumo_ha": -0.0552, "multiplicity": 1, "elements": ["Cl", "Cl", "Cl", "Cl", "Cl", "Cl", "Cl", "Cl", "Cl", "Cl", "Cl", "Cl", "Cl", "Cl", "Cl", "Cl", "Cl", "Cl", "Cl", "Cl", "Cl", "Cl", "Cl", "Cl", "Cl", "Cl", "Cl", "Cl", "Cl", "Cl", "Cl", "Cl", "Cl", "Cl", "Cl", "Cl", "Cl", "Cl", "Cl", "Cl", "Cl", "Cl", "Cl", "Cl", "Cl", "Cl", "Cl", "Cl", "Cl", "Cl", "Cl", "Cl", "Cl", "Cl", "Cl", "Cl", "Cl", "S", "P", "F", "F", "F", "F", "F", "F", "F", "F", "F", "O", "O", "O", "O", "C", "C", "C", "C", "C", "C", "C", "C", "C", "C", "C", "C", "C", "C", "C", "C", "C", "C", "C", "C", "C", "C", "C", "C", "C", "C", "C", "C", "C", "H", "H", "H", "H", "H", "H", "H", "H", "H", "H", "H", "H", "H", "H", "H", "H", "H", "H", "H", "H", "H", "H", "H", "H", "H", "H", "H", "H", "H"], "positions_angstrom": [[-1.617439, -4.910172, -3.767966], [-4.323567, -4.163345, -3.030822], [1.893515, 6.498749, 5.208690], [0.018520, -2.129767, 6.010140], [-2.932468, -8.334198, -5.304710], [5.465687, -1.897131, -9.859503], [-5.911981, 8.521801, -1.342160], [5.575270, 1.581756, -4.096551], [-2.280895, -4.419260, -0.984817], [-4.433126, 0.674069, 5.041153], [8.218590, -1.535218, -10.712341], [-2.337142, 7.967536, 0.333565], [-4.123631, -7.338614, 9.295107], [4.009079, -0.863619, -4.183128], [-9.234705, 6.779288, -1.458312], [3.431920, -4.447564, 2.063385], [7.614654, -3.244771, -8.446740], [0.392396, 3.784276, 8.852769], [-3.660784, -5.503508, 11.498502], [2.558634, 2.197796, 7.746244], [9.999894, -6.510657, -8.650240], [-11.946485, 5.821615, -1.874872], [-5.828521, -8.103950, -5.261788], [-6.544271, 6.873227, -3.648693], [-4.422878, -9.182636, -2.959785], [5.482927, -0.168128, -1.776501], [-1.187564, -8.327858, 7.057719], [2.319999, 2.107606, -7.593146], [6.691118, -4.948638, 5.113442], [8.389780, -4.697331, 2.770215], [1.138133, -6.802527, 6.220132], [-3.838375, 6.937726, -2.611061], [0.357448, 9.039898, 0.253579], [-9.786267, 3.927682, -1.445387], [1.394204, -4.213952, 0.017170], [0.743265, 8.843372, 3.940576], [1.991587, -2.849272, 8.012088], [-1.469269, -7.092887, 10.446676], [9.042264, -5.424048, -11.167123], [-0.328821, -5.603062, 4.056071], [11.893394, -5.724865, -10.707604], [2.242898, 3.978619, -2.750323], [-0.116433, 1.963875, 6.647205], [-1.515904, -3.244333, 2.870552], [-1.631085, 9.961988, -1.654471], [3.139597, 4.696977, -5.405250], [-5.254069, -1.706530, 3.588801], [-0.646631, -4.061718, 8.084339], [1.181901, -9.700504, 6.100645], [4.770540, 3.615520, -8.034719], [-2.842903, -0.293457, 2.818955], [-0.200616, 6.192536, 3.219353], [4.861567, 5.141930, -3.106902], [6.685322, -7.027748, 3.085135], [-2.493658, -5.876693, 2.130300], [4.102956, -4.954395, -0.717573], [4.757343, 0.724290, -8.344492], [1.090681, 0.276035, -0.387291], [-1.286476, 3.218294, 2.846170], [1.879186, 0.903691, -1.634126], [2.304261, 0.689095, 0.534181], [-0.549360, -1.564166, -1.279236], [-2.541308, -0.177720, -2.137520], [0.451830, 1.706969, -0.134538], [1.838738, -1.110475, -0.687217], [0.058476, -0.179818, -2.769566], [0.381230, -0.350257, 0.879729], [-1.574044, 1.728411, -1.977846], [-0.565282, 5.386549, -0.542542], [0.029336, 3.158818, 3.538748], [1.061751, 4.508764, 0.805512], [-2.134656, 4.759904, -2.034794], [-2.966537, -6.244305, 10.056399], [3.199114, 5.123589, -3.694397], [4.585581, 0.455049, -3.161694], [-2.608044, -3.963351, -2.659238], [-0.073808, 4.634825, 0.513955], [-0.337587, -0.268542, -1.498056], [0.572032, -8.299188, 6.978089], [-4.350810, -8.035088, -4.298828], [-3.887654, -0.761420, 4.170278], [-1.083001, -4.931979, 2.608035], [-4.102597, 2.230299, 0.919638], [-1.054217, 8.590455, -0.704376], [-10.232334, 5.492343, -2.133863], [10.333070, -5.379485, -9.961620], [3.108211, -4.004830, 0.382890], [-1.270904, 3.951783, 1.167539], [-3.750122, 1.045259, -0.033523], [7.050498, -2.657744, -10.012624], [-3.749937, 3.618149, 0.340143], [-1.729553, 4.719165, -0.925290], [6.849801, -5.296702, 3.389820], [0.632073, -3.421429, 7.048027], [-2.297829, 4.025751, 0.298214], [4.081732, 2.091829, -7.457919], [1.054352, 3.049566, 7.388630], [-5.311630, 7.868298, -2.870667], [-1.654780, 0.534901, -1.371993], [1.191865, 7.150646, 3.726539], [-2.257893, 0.609510, 0.020333], [-4.063180, 1.359851, -1.028520], [-3.308237, -1.375599, 4.849376], [1.270688, 3.839266, 6.680003], [-2.354007, -2.918027, -2.782655], [-2.165503, -0.403558, 0.418463], [-3.744139, 2.068904, 1.933178], [3.358412, -2.959480, 0.252007], [-4.303160, 4.423821, 0.836224], [-1.694046, 1.252600, 0.693317], [-5.082325, 8.698537, -3.525875], [-4.264198, -7.038108, -3.884578], [1.938099, 7.092074, 2.944193], [2.780326, 6.113873, -3.572409], [4.341930, 1.978200, -6.413537], [3.724439, 0.995531, -2.790559], [-2.735231, -5.457448, 9.350741], [-2.275714, 3.920135, 3.582458], [10.368227, -4.380353, -9.545937], [0.978916, -4.224708, 6.415748], [6.052948, -4.782809, 2.868136], [-4.107150, 3.624050, -0.696476], [-10.054694, 5.452485, -3.200678], [6.958346, -3.506721, -10.676753], [-0.366391, -4.967045, 1.798732], [-0.762225, 7.801947, -1.386814], [-4.332973, 0.197707, 0.328409], [-5.195929, 2.209995, 0.994312], [-1.762120, 1.907236, 2.742023], [0.960519, -8.333581, 7.987839]], "forces_ev_per_angstrom": [[-0.0197, 0.0161, 0.0123], [0.0048, 0.0245, 0.0081], [-0.0007, 0.0031, -0.0403], [0.0213, -0.0355, 0.0410], [-0.0158, 0.0196, 0.0156], [0.0601, -0.2166, -0.1249], [0.0089, 0.0326, -0.0221], [0.0278, -0.0120, 0.0605], [-0.0579, 0.0364, -0.0040], [0.0630, -0.0294, -0.0199], [-0.0054, -0.0494, -0.0097], [-0.0277, 0.0337, 0.1630], [0.0246, 0.0323, -0.0215], [-0.0321, 0.0459, 0.0209], [-0.1009, -0.0304, 0.0469], [-0.0433, 0.0391, 0.0462], [0.0165, -0.0419, -0.0096], [0.0094, 0.0282, -0.0373], [0.0254, 0.0086, -0.0463], [-0.0120, 0.0309, -0.0244], [-0.0046, 0.0505, -0.0184], [0.0307, -0.0122, -0.0363], [0.0232, 0.0340, 0.0226], [0.1182, 0.0328, -0.1156], [0.0077, 0.0465, -0.0063], [-0.0392, 0.0227, -0.0012], [0.0388, 0.0363, -0.0408], [0.0309, -0.0106, 0.0058], [-0.0412, 0.0168, -0.0326], [-0.0448, 0.0117, -0.0073], [0.4025, -0.3149, 0.4347], [-0.2106, 0.0202, -0.1958], [-0.0135, -0.0433, -0.0416], [0.0092, 0.0075, -0.0396], [-0.0365, 0.0393, -0.1211], [0.0233, -0.0458, -0.0036], [-0.0303, -0.0500, -0.0250], [0.0120, 0.0566, 0.0603], [-0.0012, -0.0105, -0.0464], [-0.2939, 0.0976, -0.4811], [-0.0402, 0.0334, 0.0123], [-0.1053, -0.0013, 0.0785], [-0.0505, -0.0631, 0.0611], [-0.0224, 0.0721, -0.1691], [0.0115, -0.0379, 0.0198], [-0.0115, 0.1748, 0.1813], [0.0705, 0.0191, 0.0089], [0.0178, -0.0044, -0.0311], [0.0240, 0.0426, 0.0396], [0.0257, -0.1191, -0.0830], [-0.0944, -0.3746, 0.4052], [-0.1277, 0.5248, 0.1539], [0.0144, 0.1134, -0.0191], [-0.0449, 0.0673, -0.0161], [0.0221, -0.0121, 0.0562], [-0.0212, 0.0580, 0.0370], [-0.0142, 0.1926, 0.1686], [1.8464, -0.0261, -0.4421], [1.8960, -0.3330, 0.9864], [-0.2863, 0.0391, 0.2425], [-0.3217, -0.0823, -0.0856], [-0.3319, -0.0655, 0.6673], [0.1642, -0.3605, -0.2017], [-0.3088, -0.1994, 0.1989], [-0.3418, 0.2031, 0.1800], [0.1937, 0.2314, -0.1144], [-0.2636, 0.1388, -0.1055], [0.5846, 0.3502, 0.0804], [0.3606, -1.0303, -0.3977], [-0.5153, 0.2027, -0.4622], [0.3235, 0.4925, -0.3272], [-0.1733, -0.0618, -0.1376], [-0.0290, -0.0875, 0.0516], [0.0715, -0.2174, -0.0540], [-0.0219, -0.0155, -0.0546], [0.0849, -0.0462, -0.0153], [-0.5720, -0.6002, 1.1484], [0.2263, 0.1460, -0.9859], [-0.1441, -0.1057, -0.0403], [0.0155, -0.0365, -0.0082], [-0.1536, 0.0085, 0.0791], [-0.0214, -0.0215, 0.1272], [-0.3515, -0.0108, -0.6988], [0.0135, 0.0145, -0.0281], [-0.0194, 0.0436, 0.1106], [0.0349, -0.0455, 0.0486], [0.0780, -0.1034, -0.0120], [-0.8159, 0.0728, -0.2826], [0.3838, 0.5986, 1.2416], [-0.0084, 0.1097, 0.0375], [0.3976, -0.3599, -0.3878], [-0.3081, 0.6816, 0.4381], [0.0989, -0.0631, 0.0379], [-0.0129, 0.2321, 0.0605], [0.4383, -0.0128, 0.0868], [-0.0188, -0.0375, -0.1548], [-0.0012, -0.0365, -0.0201], [0.0440, -0.0336, 0.0934], [-1.1577, -0.3228, 0.7747], [0.0230, 0.0160, 0.0510], [-0.2760, 0.0427, -0.3533], [0.0181, -0.3764, -0.0727], [0.0280, 0.0074, -0.0287], [-0.0104, -0.0198, -0.0213], [-0.0275, -0.0023, 0.0048], [-0.1176, 0.0407, -0.0804], [0.1390, 0.0541, -0.0140], [-0.0339, -0.0042, 0.0099], [0.0923, -0.1042, 0.1368], [0.1497, 0.0111, -0.3394], [-0.0194, 0.0021, 0.0116], [0.0057, -0.0084, -0.0085], [-0.0217, -0.0345, -0.0044], [-0.0225, -0.0241, 0.0294], [-0.0375, 0.0327, -0.0043], [0.1011, 0.0029, -0.0498], [-0.0106, -0.0147, -0.0096], [-0.1572, -0.0320, -0.5155], [-0.0282, -0.0033, -0.0097], [-0.0201, -0.0002, -0.0452], [0.0249, -0.0271, -0.0074], [0.0586, 0.1441, 0.0712], [-0.0025, -0.0086, 0.0092], [0.0120, -0.0021, 0.0172], [0.0406, -0.0244, 0.0411], [-0.0125, -0.0002, 0.0151], [-0.1678, 0.0218, -0.4560], [0.1073, 0.1059, 0.0938], [-0.4950, 0.3057, -0.4055], [0.0021, 0.0425, -0.0100]], "mulliken_charge": [-0.103, -0.146, -0.138, -0.020, -0.125, -0.114, -0.137, -0.153, -0.026, -0.137, -0.119, -0.120, -0.123, -0.145, -0.071, -0.119, -0.114, -0.141, -0.130, -0.130, -0.115, -0.128, -0.128, -0.118, -0.128, -0.145, -0.091, -0.126, -0.124, -0.130, -0.102, 0.015, -0.124, -0.121, -0.072, -0.117, -0.127, -0.108, -0.123, 0.090, -0.126, 0.065, -0.056, 0.090, -0.132, -0.054, -0.127, -0.061, -0.123, -0.129, 0.116, -0.067, -0.119, -0.122, -0.143, -0.141, -0.070, 1.189, 0.822, -0.353, -0.326, -0.125, -0.345, -0.253, -0.341, -0.287, -0.302, -0.258, -0.398, -0.628, -0.589, -0.704, 0.429, -0.182, 0.941, 0.359, 0.476, 0.665, -0.014, 0.567, -0.056, 0.205, -0.770, 0.415, 0.048, 0.146, 0.329, 0.256, -0.811, 0.122, -1.222, 0.243, 0.500, 0.388, 0.699, 0.569, 0.444, -0.046, 0.269, 0.085, -0.528, 0.465, 0.279, -0.129, -0.133, 0.620, 0.410, -0.019, 0.504, 0.203, 0.305, -0.179, 0.222, 0.336, -0.261, -0.519, -0.075, 0.227, 0.225, -0.160, -0.122, 0.421, 0.276, 0.229, -0.225, -0.009, 0.413, 0.401, -0.091, 0.290]}


# 2
{"formula": "C19H24N4OS", "method": "ωB97M-V/def2-TZVPD", "energy_ev": -38937.25703, "homo_lumo_gap_ev": 7.85, "e_homo_ha": -0.285, "smiles": "C=CCNC(=O)[C@H]1CC[C@@H](CNc2nc(=S)[nH]c3ccccc23)CC1", "e_lumo_ha": 0.0033, "e_above_lowest_kj_mol": 0.0, "multiplicity": 1, "elements": ["S", "O", "N", "N", "N", "N", "C", "C", "C", "C", "C", "C", "C", "C", "C", "C", "C", "C", "C", "C", "C", "C", "C", "C", "C", "H", "H", "H", "H", "H", "H", "H", "H", "H", "H", "H", "H", "H", "H", "H", "H", "H", "H", "H", "H", "H", "H", "H", "H"], "positions_angstrom": [[3.690529, 1.694556, 0.862614], [-2.143566, 0.014997, -0.257657], [2.537584, 1.370446, -1.451502], [2.314963, -0.391285, 0.076665], [-1.882927, 1.739463, 1.155484], [1.105501, -2.254894, -0.403670], [-1.403855, 2.665031, 0.149882], [0.528286, -1.202558, -3.084334], [0.034792, 3.017265, 0.386370], [1.580090, -1.059720, -0.778468], [0.139012, -0.870394, 2.259462], [0.788012, 0.659770, -4.578651], [-2.102946, 0.433592, 0.882968], [0.552933, 4.221428, 0.241867], [-1.359196, -2.498566, 1.042161], [-2.561587, -1.896158, 1.767209], [-1.073710, -0.370009, 3.033792], [1.536440, 1.331018, -3.639126], [1.156649, -2.762944, 0.946684], [-0.045083, -2.319829, 1.809052], [0.285211, -0.608312, -4.304006], [1.284090, -0.546524, -2.111883], [-2.310474, -0.430465, 2.129899], [2.805747, 0.814767, -0.216581], [1.794518, 0.735255, -2.401604], [-1.511183, 2.146948, -0.810446], [1.931150, 2.315567, -3.841715], [1.188389, -3.853862, 0.884695], [-0.063342, -2.956971, 2.700986], [-2.769858, -2.452949, 2.684097], [1.597525, 4.406113, 0.423926], [-0.300831, -1.126254, -5.047256], [-1.290513, -1.994682, 0.079120], [-1.538630, -3.562284, 0.864676], [2.898394, 2.299429, -1.625041], [0.464638, -2.716024, -1.028568], [0.285356, -0.238478, 1.384338], [-0.887308, 0.643347, 3.395243], [-2.028107, 3.563862, 0.138325], [0.125298, -2.186375, -2.895576], [1.038027, -0.791177, 2.872406], [-1.813570, 2.042943, 2.113565], [-3.182480, -0.034615, 2.664305], [-1.243551, -1.002661, 3.908545], [0.658670, 2.191346, 0.702034], [-3.435366, -1.969064, 1.117408], [2.079935, -2.395997, 1.397680], [0.589388, 1.119959, -5.534803], [-0.043046, 5.065948, -0.064572]], "forces_ev_per_angstrom": [[0.3257, 0.3630, 0.3578], [0.0111, -0.2135, -0.3510], [0.0309, -0.1448, 0.1649], [-0.3064, -0.7977, 0.0702], [0.0566, 0.4540, 0.1428], [-0.2153, -0.0440, -0.4638], [-0.0372, 0.0447, -0.2868], [0.0449, 0.1386, -0.0603], [-0.2073, -0.1310, -0.0177], [0.1974, 0.1714, -0.1730], [-0.1592, -0.1444, 0.2887], [0.0991, 0.0845, 0.1463], [-0.3050, 0.0610, 0.4802], [0.0967, 0.1268, 0.0051], [0.0210, -0.1317, 0.2187], [-0.0150, 0.1550, -0.2988], [0.0957, 0.1082, -0.1451], [-0.0135, -0.0167, -0.0151], [-0.0470, -0.1215, 0.5771], [0.1041, 0.1009, -0.3497], [-0.1169, -0.2515, 0.0082], [0.0989, 0.3881, -0.1170], [-0.0966, -0.2785, 0.0951], [0.2213, 0.8294, -0.3715], [-0.2771, -0.5083, -0.0867], [-0.0497, 0.1364, 0.1485], [0.0356, 0.1032, -0.0333], [0.0496, 0.0606, 0.0027], [0.0405, -0.0182, 0.0101], [-0.0523, 0.0229, 0.0303], [0.2500, -0.0396, 0.0350], [-0.0484, -0.0500, -0.0474], [-0.0010, -0.1086, 0.0313], [0.0041, -0.0693, -0.0518], [-0.0322, -0.1593, 0.1416], [0.1054, 0.1156, 0.0416], [0.0948, 0.0803, 0.0156], [-0.0024, -0.0189, 0.0772], [0.0508, -0.0729, -0.0921], [-0.0549, -0.0791, 0.0007], [0.0775, 0.0749, -0.0938], [-0.0081, -0.1672, -0.0229], [0.0560, 0.0100, -0.0544], [-0.0466, 0.0377, 0.0614], [0.1937, -0.0947, 0.0492], [-0.0347, -0.0466, 0.0604], [-0.0216, -0.1712, -0.0197], [-0.0082, 0.0507, -0.0699], [-0.2049, 0.1609, -0.0393]], "mulliken_charge": [-0.335, -0.669, 0.038, -0.372, -0.132, -0.101, -0.672, -0.435, 0.388, 0.883, 0.273, -0.534, 0.118, -1.070, -0.521, -1.460, -1.580, -0.790, -1.598, 0.548, -1.018, 1.109, 0.404, -0.566, 0.033, 0.287, 0.418, 0.537, 0.426, 0.503, 0.319, 0.408, 0.111, 0.322, 0.277, 0.274, -0.571, 0.525, 0.328, 0.372, 0.507, 0.320, 0.403, 0.546, 0.102, 0.455, 0.472, 0.410, 0.306]}